A structure of composition C2H3BO2 in a non-equilibrium geometry. Source: OMol25; level of theory: wB97M-V/def2-TZVPD.

## Properties
F_max = 0.0856 Eh/bohr
net charge = 0
relative energy (zero: lowest compared OMol25 entry of this formula, charge and spin) = 258.49 kJ/mol
total energy = -6892.204 eV

Geometry as XYZ:
```
8
Properties=species:S:1:pos:R:3:forces:R:3
B -1.9560 -0.3078 -0.2979 -2.4 -3.2 -1.3
C 0.9014 0.9646 0.4292 -0.3 3.7 1.2
C 0.2027 -0.0410 0.2003 1.3 -4.0 -1.2
O -1.8651 0.8791 -0.1960 -0.2 2.1 0.4
O -0.1400 -1.1286 -0.0803 -0.6 -0.4 0.5
H -2.4805 -1.3830 -0.5753 0.5 1.1 0.5
H 1.6746 1.2038 -0.2304 1.4 0.1 -0.6
H 0.2119 1.7656 0.6465 0.2 0.6 0.6
```
Positions in Å, forces in eV/Å.

***

A cluster of 2 separate species, C2H3Br in total in a non-equilibrium geometry. Source: OMol25; level of theory: wB97M-V/def2-TZVPD.

## Properties
SMILES = C#C.Br
F_max = 0.0372 Eh/bohr
net charge = 0
relative energy (zero: lowest compared OMol25 entry of this formula, charge and spin) = 121.89 kJ/mol
total energy = -72162.715 eV

Geometry as XYZ:
```
6
Properties=species:S:1:pos:R:3:forces:R:3
C -1.1401 -0.4980 0.5585 0.3 0.2 0.1
C -0.2750 -1.0687 -0.0177 -0.3 -0.2 -0.1
H -1.7813 0.0768 1.1306 -1.0 0.7 0.6
H 0.3777 -1.6723 -0.5451 1.0 -0.7 -0.6
Br 1.7639 2.0772 -0.2645 1.0 1.4 0.8
H 1.0548 1.0850 -0.8619 -1.0 -1.3 -0.8
```
Positions in Å, forces in eV/Å.

***

A structure of composition C2H3Br2O2Si in a non-equilibrium geometry. Source: OMol25; level of theory: wB97M-V/def2-TZVPD.

## Properties
F_max = 0.0489 Eh/bohr
net charge = -1
relative energy (zero: lowest compared OMol25 entry of this formula, charge and spin) = 4.55 kJ/mol
total energy = -154184.697 eV

Geometry as XYZ:
```
10
Properties=species:S:1:pos:R:3:forces:R:3
C 1.1290 -2.8772 -1.7063 -1.1 -0.2 1.2
C -0.1181 0.1390 -0.2937 -1.7 -0.5 0.0
O 1.2475 -3.0767 -0.5340 0.0 0.8 1.0
O 1.3702 -3.3557 -2.7482 0.5 -0.2 -2.4
Si -0.4460 -1.0188 -1.8318 1.4 0.5 1.2
Br -2.6802 -1.3036 -1.7147 -0.7 -0.2 0.0
Br -0.3170 0.7455 -3.3352 0.1 0.0 -0.4
H -0.2967 -0.2327 0.7118 -0.6 -0.7 0.0
H 0.9061 0.3190 -0.2128 2.0 0.7 -0.5
H -0.6758 1.0830 -0.3614 0.2 -0.2 -0.2
```
Positions in Å, forces in eV/Å.

***

A structure of composition C2H3Br3O2 in a non-equilibrium geometry. Source: OMol25; level of theory: wB97M-V/def2-TZVPD.

## Properties
F_max = 0.0643 Eh/bohr
net charge = 0
relative energy (zero: lowest compared OMol25 entry of this formula, charge and spin) = 20.46 kJ/mol
total energy = -216344.115 eV

Geometry as XYZ:
```
10
Properties=species:S:1:pos:R:3:forces:R:3
C 0.4652 0.3683 -0.1665 -0.2 0.8 0.3
C -0.9398 -0.2850 -0.1070 -0.6 0.8 0.2
O 1.1635 0.4091 1.0803 -3.0 0.0 1.2
O 1.1250 -0.4304 -1.1004 -0.7 1.2 -0.2
Br -1.8101 -0.1162 -1.8815 0.3 0.1 1.0
Br -0.6867 -2.0880 0.3549 -0.5 -0.9 0.4
Br -2.0274 0.6777 1.2930 0.5 -0.5 -0.8
H 0.2896 1.4368 -0.4468 0.3 -0.7 -0.5
H 0.4103 0.6126 1.7976 2.5 -0.6 -2.1
H 2.0105 -0.5850 -0.8236 1.2 -0.1 0.5
```
Positions in Å, forces in eV/Å.